Density functional theory data (the ωB97M-V functional and the def2-TZVPD basis) for a molecular structure, C36H55N11O4PTeY.

XYZ file:
```
109
Properties=species:S:1:pos:R:3:forces:R:3
Y -0.8681 -0.2066 -1.8836 0.5117 -0.6465 -0.3680
C -2.0336 4.1961 -2.7809 0.0328 0.0021 0.0129
C -1.5379 2.8908 -2.2408 0.0020 0.1132 0.3001
N -1.0643 1.9453 -2.9425 0.0512 -0.0141 -0.0215
C -0.7971 2.0737 -4.3777 -0.0340 0.0105 0.1258
C -0.1076 0.8119 -4.9210 0.0174 0.0101 0.0668
N 0.6547 0.1301 -3.8590 -0.0093 0.0008 -0.0257
C 1.3550 -1.0930 -4.2900 0.0075 0.1283 0.0128
C 0.4527 -2.3079 -4.1832 -0.0795 -0.1359 0.0482
N -0.1730 -2.4440 -2.8517 0.1720 0.0622 0.1190
C 0.6209 -3.1220 -1.8053 0.0130 0.0073 -0.0144
C 1.3563 -2.1380 -0.8928 0.0397 0.1589 0.1068
N 0.5322 -1.0473 -0.3491 -0.0105 -0.0569 0.1034
C 0.2024 -1.1646 1.0212 0.0753 0.1026 0.0806
C -0.5326 -2.4867 1.3225 -0.0335 -0.0190 -0.0280
C -0.9149 1.2929 1.0041 0.1498 -0.3363 0.1107
C -1.0487 2.3506 1.9152 -0.0466 0.0766 0.0881
C -1.5168 3.5627 1.4658 -0.0151 0.0562 -0.0222
C -1.7695 3.7426 0.1085 0.0236 0.0963 0.1398
C -1.4988 2.6967 -0.7422 0.0584 -0.0485 -0.2770
N -1.1007 1.4907 -0.2903 -0.0346 0.3753 0.1856
H -2.2250 4.1306 -3.8479 -0.0071 0.0157 -0.0050
H -1.2989 4.9886 -2.6128 -0.0088 -0.0187 0.0022
H -2.9555 4.4936 -2.2811 -0.0027 -0.0091 -0.0198
H -0.1457 2.9389 -4.5245 0.0100 0.0141 0.0115
H -1.7179 2.2567 -4.9338 -0.0180 -0.0244 -0.0220
H 0.5430 1.1019 -5.7504 0.0062 -0.0359 -0.0454
H -0.8486 0.1169 -5.3116 -0.0145 -0.0217 0.0020
H 1.3372 0.7793 -3.4728 -0.0253 0.0327 0.0291
H 2.2299 -1.2142 -3.6488 -0.0161 -0.0135 0.0248
H 1.7261 -1.0054 -5.3156 -0.0005 -0.0086 -0.0148
H 1.0213 -3.2060 -4.4424 0.0001 -0.0083 -0.0189
H -0.3621 -2.2265 -4.9053 0.0007 0.0271 -0.0098
H -1.0347 -2.9595 -2.9890 -0.0586 0.0271 0.0400
H 1.3536 -3.8109 -2.2407 -0.0566 -0.0344 -0.0617
H -0.0771 -3.7125 -1.2119 0.0015 -0.0097 0.0095
H 2.1914 -1.7044 -1.4586 -0.0032 0.0238 0.0019
H 1.8358 -2.7441 -0.1146 -0.0088 0.0004 0.0051
H 0.0837 -3.3043 0.9507 -0.0349 0.0086 0.0079
H -1.4695 -2.4619 0.7677 -0.0047 -0.0178 0.0078
H -0.7424 -2.6951 2.3675 0.0118 0.0519 0.0491
H -0.7823 2.2207 2.9536 -0.0091 0.0233 -0.0194
H -1.6584 4.3794 2.1619 0.0050 -0.0089 -0.0138
H -2.1177 4.6928 -0.2665 0.0043 0.0007 0.0252
C 2.8012 -0.8440 1.4243 -0.1219 -0.0540 -0.0609
C 1.4274 -1.0427 1.9647 0.0561 0.1582 -0.0394
N -0.6283 0.0046 1.5351 -0.0620 0.1551 -0.1133
C -0.9595 -0.1357 2.8767 -0.0412 -0.0274 -0.1444
C -0.1242 -0.7439 3.7188 0.2227 -0.0905 -0.0073
N 1.1819 -1.0111 3.2404 -0.0131 -0.0322 0.3573
C 2.2562 -1.0853 4.2925 -0.1118 -0.0673 -0.1439
N 1.9030 -2.0233 5.2868 0.0734 0.1966 0.1115
N 1.2898 -1.5941 6.4401 -0.1947 -0.2400 -0.0099
N 0.9658 -2.6054 7.1365 0.2950 0.0739 -0.2423
C 1.3746 -3.7548 6.4680 -0.2845 -0.0415 0.4350
C 1.2588 -5.0970 6.8399 -0.0024 -0.0302 -0.0086
C 1.7554 -6.0303 5.9613 0.0407 0.0478 -0.0803
C 2.3577 -5.6454 4.7420 -0.0349 -0.0364 0.0521
C 2.4777 -4.3250 4.3677 -0.0368 -0.0034 0.0947
C 1.9683 -3.3901 5.2741 0.1242 0.0315 -0.3458
H 2.6717 -0.4010 0.4348 0.0107 0.0230 0.0132
H 3.3218 -1.7956 1.2892 0.0086 0.0082 0.0225
H 3.4105 -0.1942 2.0480 -0.0071 0.0128 0.0184
H -1.9047 0.2679 3.2147 0.0090 -0.0176 -0.0200
H -0.3254 -0.9416 4.7587 0.0219 -0.0216 -0.0042
H 2.3665 -0.1060 4.7512 -0.0267 0.0268 0.0391
H 3.1743 -1.3862 3.8015 0.0554 -0.0038 -0.0056
H 0.8015 -5.3777 7.7787 0.0052 0.0202 -0.0134
H 1.6916 -7.0817 6.2045 0.0122 0.0035 -0.0160
H 2.7410 -6.4151 4.0851 -0.0033 -0.0030 0.0135
H 2.9548 -4.0441 3.4371 -0.0100 0.0101 0.0071
O 1.5567 1.6833 -1.5768 0.0931 -0.0498 0.0700
C 2.2293 2.6978 -1.6748 0.0480 -0.0543 -0.1360
C 2.1632 3.8283 -0.6951 0.0115 0.0731 -0.0453
C 3.2772 3.5315 0.3350 -0.0342 -0.0881 0.0607
C 4.6826 3.2540 -0.2265 0.0572 0.0498 -0.0394
C 4.8783 1.8940 -0.9244 -0.0523 -0.0367 0.0373
C 4.3328 1.8026 -2.3653 -0.0097 0.0469 -0.0584
N 3.2594 2.7899 -2.5963 -0.0960 0.0179 0.1194
H 1.1909 3.8706 -0.2058 -0.0123 -0.0079 -0.0048
H 2.3567 4.7810 -1.1954 0.0015 0.0037 0.0419
H 2.9632 2.6598 0.9211 0.0050 0.0157 -0.0005
H 3.3255 4.3706 1.0294 0.0273 0.0256 -0.0256
H 5.3723 3.2898 0.6177 -0.0008 -0.0211 0.0093
H 4.9994 4.0748 -0.8797 -0.0145 -0.0140 -0.0058
H 4.4073 1.1254 -0.3031 -0.0281 0.0147 -0.0215
H 5.9420 1.6538 -0.9415 0.0009 -0.0007 -0.0017
H 3.9400 0.8093 -2.5752 0.0160 -0.0264 0.0090
H 5.1120 2.0001 -3.0982 0.0122 0.0400 0.0070
H 3.6468 3.7238 -2.6082 0.0433 -0.0120 -0.0382
C -5.7285 2.7967 -0.9642 -0.0868 0.1055 0.0000
C -5.1441 1.7787 -1.9084 0.1733 -0.0448 0.0190
O -4.0978 1.0595 -1.2000 -0.1480 0.2199 0.1095
P -3.8553 -0.4967 -1.4541 -0.1474 -0.0933 0.0405
O -2.7110 -0.8573 -0.5234 0.1069 0.1668 -0.4473
Te -3.2528 -0.8536 -3.7090 -0.5270 -0.1016 -0.3729
O -5.2101 -1.2059 -1.1184 -0.1019 -0.2184 0.1307
C -5.7126 -1.2613 0.2581 0.0110 0.0497 -0.1939
C -5.2870 -2.5461 0.9181 -0.0115 -0.0662 0.0804
H -6.4799 3.3955 -1.4807 0.0119 -0.0191 0.0063
H -4.9571 3.4698 -0.5850 0.0122 -0.0234 -0.0195
H -6.2068 2.3138 -0.1121 0.0098 -0.0154 -0.0195
H -4.6801 2.2399 -2.7822 0.0013 0.0242 -0.0142
H -5.8972 1.0786 -2.2700 -0.0321 -0.0410 0.0572
H -6.7920 -1.1952 0.1521 -0.0300 -0.0175 0.0165
H -5.3641 -0.3788 0.7965 0.0390 0.0045 0.0239
H -5.6259 -3.4048 0.3400 -0.0026 0.0161 -0.0079
H -5.7363 -2.6070 1.9109 0.0157 -0.0031 -0.0129
H -4.2031 -2.5958 1.0220 -0.0085 0.0247 -0.0117
```
Positions in Å, forces in eV/Å.

Calculated values
- Kohn-Sham gap: 0.255 Eh
- DFT total energy: -2955.5437 hartree
- Charge: +2
- ΔE to the lowest compared entry with this formula, charge and spin: 3.3823 eV
- HOMO: -0.456 Ha
- Maximum force: 0.90 eV/A

These are the Mulliken partial charges, in e, on atoms 1 to 4: -1.606, -2.065, 0.048, 2.139

Density functional theory data (the ωB97M-V functional and the def2-TZVPD basis) for a molecular structure, C36H55N2O2STi at a distorted geometry.

XYZ file:
```
97
Properties=species:S:1:pos:R:3:forces:R:3
Ti -8.0450 -16.3748 1.4525 1.0807 -0.9734 -0.9643
C -9.7468 -17.9203 4.1341 -0.5354 1.1063 -0.3300
C -10.0785 -19.4020 3.9605 -0.0654 0.1465 -0.1033
C -9.2500 -20.2849 4.9357 0.1915 0.3302 -0.7445
C -10.0665 -19.9269 2.5258 0.2553 0.9601 1.0813
C -11.0777 -20.7769 2.1206 -0.4757 -0.4971 0.0421
C -10.9032 -21.5231 0.9515 1.0069 -0.4597 -0.6339
C -9.6963 -21.3266 0.2043 -1.0348 -0.4838 0.0334
C -8.7700 -20.3287 0.5681 -0.6286 -1.1890 -1.3453
C -7.5690 -20.0627 -0.2656 1.0684 -0.1290 -1.3991
C -6.4550 -21.0999 0.0189 -0.2255 -0.5497 -0.7041
C -7.9506 -20.1380 -1.7671 2.3564 0.9962 -0.0560
C -8.9936 -19.6143 1.6930 -0.3335 0.3162 1.3417
N -8.0857 -18.5937 2.0666 -0.2172 0.4661 -0.8567
C -7.0808 -18.9179 2.7916 0.3158 -0.1867 1.3296
C -6.2013 -17.8953 3.2596 0.9697 0.3978 0.8152
C -5.0734 -17.9749 4.1176 -0.6053 -1.4752 1.2747
C -4.5979 -16.6845 4.2642 0.8686 0.2889 -0.2178
C -5.3483 -15.8203 3.4479 -0.6110 -1.2384 0.7602
N -6.3998 -16.5483 2.9097 0.6214 0.3913 -0.6776
C -5.1109 -14.3132 3.4060 0.3787 -0.2660 1.0288
C -3.7304 -13.8934 4.0335 -0.7838 0.3030 -1.5937
C -6.1203 -13.6757 4.3366 -0.8868 -1.0325 -0.5875
C -5.2668 -13.8191 1.9912 2.8052 0.7885 0.6772
H -10.0373 -17.5437 5.1111 -0.1748 -0.1963 0.3109
H -10.3283 -17.3177 3.4195 -0.1118 -0.1718 0.0484
H -8.7219 -17.5649 3.9929 -0.0427 -0.6098 0.3010
H -11.1337 -19.5201 4.2216 0.0568 0.1076 0.4021
H -8.2047 -19.9539 5.0388 -0.5106 0.3812 0.3168
H -9.1264 -21.2756 4.5365 -0.3565 -0.6900 -0.1227
H -9.7742 -20.3420 5.8833 0.2941 0.0387 0.2928
H -11.9933 -20.8761 2.7613 1.0392 -0.1275 -0.6550
H -11.6289 -22.3381 0.7132 0.7058 0.9424 -0.0966
H -9.4699 -21.9188 -0.7172 -0.4644 0.4434 0.9981
H -7.1456 -19.0651 -0.0621 -0.4264 -0.3058 0.0427
H -6.8081 -22.1051 -0.2938 0.0266 0.4282 0.1873
H -6.2934 -21.1651 1.0878 0.5003 0.0699 0.1812
H -5.5115 -20.9455 -0.5634 -0.7147 0.2621 0.6621
H -7.7972 -21.1567 -2.1130 -0.3937 -0.0531 -0.2997
H -7.2721 -19.4644 -2.3761 -0.5328 -0.8224 0.6397
H -8.9260 -19.7593 -1.9185 -0.8238 -0.0180 -0.3286
H -7.0453 -19.9716 3.1947 0.5516 1.0680 -0.5527
H -4.7574 -18.8365 4.8076 -0.4679 1.1831 -1.6230
H -3.7316 -16.4039 4.8667 -0.3897 -0.0702 -0.2425
H -3.6891 -14.0574 5.0867 -0.3038 -0.0198 0.8590
H -3.6156 -12.7941 3.8309 0.1931 -1.0679 0.1458
H -2.9304 -14.4912 3.6299 0.5722 0.1135 -0.4945
H -6.1150 -14.2575 5.2594 -0.3437 0.2742 0.1185
H -7.0640 -13.7506 3.8028 -0.5209 0.0594 0.5434
H -5.9157 -12.6489 4.5237 0.2788 0.9325 0.1986
H -4.4468 -14.2832 1.4288 -0.3399 0.1617 -0.2512
H -5.0728 -12.7418 1.9653 -0.2778 0.0241 -0.0944
H -6.1995 -14.0451 1.5928 -1.6536 -0.4051 -0.8107
C -10.2809 -12.1230 2.8532 -0.6666 0.0667 -0.4023
C -9.9031 -12.2943 1.5436 2.2756 -0.5500 -0.9335
C -9.1626 -13.4615 1.1494 -1.0635 0.2564 1.3714
C -8.9651 -14.5573 2.0605 -0.9254 1.2007 -0.6098
C -9.6346 -14.4113 3.2880 -0.1341 1.0774 0.3257
C -10.2736 -13.2186 3.6868 1.2778 -0.4217 -1.5113
H -10.6009 -11.1283 3.1588 -0.2507 -0.3441 0.1820
H -9.9355 -11.4022 0.9177 -0.0454 -0.3890 -0.3041
H -8.7675 -13.5201 0.1392 0.0873 0.0824 0.0175
H -9.5741 -15.1609 4.0574 0.0422 -0.4725 0.0836
H -10.6566 -13.0556 4.6326 -0.6476 -0.2447 2.0231
C -5.1507 -16.9174 -1.5438 0.6954 -0.3205 0.3522
C -5.7732 -15.8150 -0.6593 0.1497 -0.8481 0.6834
C -6.0534 -14.6556 -1.5481 -2.0325 1.3880 0.8420
O -6.9872 -16.2377 -0.0539 -0.1008 -0.0117 0.3277
H -5.6820 -16.8728 -2.4918 -0.1116 -0.5043 -0.1596
H -5.1894 -17.9534 -1.1011 -0.0394 1.1308 -0.3531
H -4.0774 -16.6723 -1.7870 -0.9703 -0.2210 0.3949
H -5.0645 -15.5316 0.1247 -0.1299 -0.2411 -0.0679
H -6.7638 -15.0082 -2.2734 -0.4488 -0.1153 -0.5814
H -5.1881 -14.3686 -2.0691 1.2432 0.6968 -0.6299
H -6.5724 -13.7603 -1.0590 1.0317 -1.1669 -0.3169
C -13.3146 -13.6647 0.7514 -0.3049 0.4394 -1.0255
C -12.4388 -14.9216 0.5768 0.9876 1.3880 0.8947
C -11.6073 -14.8636 -0.7181 1.0557 -0.7237 1.1453
S -10.4837 -16.3846 -1.0473 -0.2973 1.0608 -0.1013
O -9.8622 -16.8181 0.2800 -0.6023 -0.0262 -0.3592
C -11.8004 -17.5818 -1.4041 -0.0063 0.0729 0.8717
C -11.3290 -18.8936 -1.9875 0.0714 -0.5571 -1.3213
C -10.9304 -18.8121 -3.4958 0.1173 0.6236 0.4196
H -13.7417 -13.6554 1.7620 -0.2141 -0.0702 -0.4259
H -14.0834 -13.5830 -0.0559 0.1446 -0.3108 0.8184
H -12.7688 -12.7235 0.6427 0.3881 -0.2092 0.1664
H -13.1296 -15.7508 0.5922 0.1853 -0.6104 0.2536
H -11.7454 -14.8440 1.4803 -0.7316 -0.9325 -1.2059
H -10.7904 -14.1221 -0.5407 -1.0221 -0.1445 -0.6855
H -12.2604 -14.7170 -1.5907 0.6259 0.0758 0.0020
H -12.5227 -17.1335 -2.1144 0.2810 0.1255 0.6582
H -12.1836 -17.6872 -0.3676 -0.4068 -0.2381 -0.7268
H -12.1166 -19.6160 -1.8866 -0.8151 -0.2310 0.0243
H -10.5623 -19.3958 -1.4270 0.4978 0.4100 0.5121
H -11.7711 -18.8783 -4.2186 0.4661 -0.0985 0.6121
H -10.1155 -19.4826 -3.7720 -0.4369 -0.5111 0.0863
H -10.4413 -17.8543 -3.6444 -0.1043 0.4757 -0.1946
```
Positions in Å, forces in eV/Å.

Calculated values
- ⟨S²⟩: 0.754
- Multiplicity: 2
- Kohn-Sham gap (alpha / beta): 0.278 / 0.285 Eh
- DFT total energy: -2912.3802 hartree
- ΔE to the lowest compared entry with this formula, charge and spin: 0.0000 eV
- HOMO (alpha / beta): -0.263 / -0.270 Ha
- Maximum force: 2.99 eV/A

These are the Mulliken partial charges, in e, on atoms 1 to 4: -0.348, -1.236, 0.467, -1.631